This record from the Open Molecules 2025 dataset describes a molecular structure, C6H12Si at a distorted geometry. The level of theory is ωB97M-V with the def2-TZVPD basis set.

XYZ file:
```
19
Properties=species:S:1:pos:R:3:forces:R:3:mulliken_charge:R:1
C 0.47996 -0.58553 0.63400 2.43 -2.28 0.71 -0.07
C -0.27927 0.43780 1.00611 -0.03 -0.24 -1.68 0.12
C 1.72037 -1.81938 1.44383 -3.09 2.90 -1.58 -0.87
C -0.73325 1.18371 2.19804 0.11 0.06 0.15 -1.01
C -1.74998 -0.61849 -1.76855 0.43 0.14 0.24 -1.04
C 0.80125 1.20812 -2.05870 -0.34 -0.26 0.38 -1.02
Si -0.26454 0.16453 -0.88544 0.17 -0.10 1.42 0.21
H 2.63666 -1.26006 1.50767 0.28 0.07 0.04 0.30
H 1.75642 -2.64793 0.75956 0.05 -0.20 -0.14 0.29
H 1.29038 -2.06263 2.40152 0.04 -0.13 0.23 0.30
H 0.01376 1.15154 2.99180 -0.01 0.01 0.11 0.32
H -1.65638 0.74061 2.57360 -0.04 0.04 0.05 0.28
H -0.93892 2.22279 1.94187 -0.01 -0.01 0.10 0.29
H -2.52614 -0.87860 -1.05484 -0.05 -0.01 0.14 0.33
H -2.18344 0.04591 -2.51217 0.01 0.14 -0.07 0.30
H -1.45548 -1.53390 -2.27700 0.08 -0.10 -0.09 0.34
H 0.21815 1.93966 -2.61131 -0.16 0.07 -0.06 0.31
H 1.56843 1.73900 -1.50508 0.10 0.05 0.16 0.31
H 1.30201 0.57285 -2.78491 0.03 -0.15 -0.11 0.33
```
Forces are in eV/Å.

max |F|: 0.08794 hartree/bohr
electronic energy: -14291.7609 eV
molar mass: 112.2 g/mol
LUMO energy: 0.80 eV
highest occupied orbital energy: -7.919 eV

This record from the Open Molecules 2025 dataset describes a gas-phase ion, C23H39BCl2F4N3O (charge +1) at a distorted geometry. The level of theory is ωB97M-V with the def2-TZVPD basis set.

XYZ file:
```
73
Properties=species:S:1:pos:R:3:forces:R:3:mulliken_charge:R:1
C -3.20087 -5.95489 5.50667 -0.23 -1.01 -0.07 -1.04
C -3.26949 -4.65148 4.51371 1.35 0.15 0.46 -0.32
C -3.04256 -3.26362 5.40600 -0.93 -0.81 0.74 -0.49
C -4.12855 -2.07894 5.06391 -0.11 -0.20 -0.19 -0.71
C -3.73986 -1.13454 3.78100 0.17 1.35 0.14 -0.57
C -2.29694 -0.32982 3.98665 -0.19 -0.56 0.12 -0.30
C -1.88209 0.58975 2.67620 -0.46 -0.35 0.60 -0.55
C -0.33859 0.25955 2.23309 0.48 0.25 -0.63 -0.39
C 0.66116 1.58299 2.43940 -1.43 -0.11 -0.14 -0.84
C 0.46840 2.55583 1.11872 0.59 0.10 0.09 0.04
C 1.89705 2.81420 0.29081 -1.03 -0.24 -0.58 -0.71
C 1.73003 2.13747 -1.21708 0.57 -0.29 0.32 0.15
N 2.50495 0.86379 -1.47398 -2.87 1.98 -2.99 0.47
C 3.46937 0.08064 -0.59701 -0.86 -2.71 1.21 -0.45
Cl 5.07882 0.96039 -0.13849 -2.78 -1.31 -0.90 -0.11
C 3.26413 -1.31873 -0.11084 1.61 3.86 -0.68 0.42
C 4.50771 -1.96781 0.79953 0.00 -0.60 -0.54 -1.01
Cl 1.71058 -2.25720 -0.51020 2.63 1.64 0.75 -0.14
C 2.14019 0.42223 -2.90705 -2.75 4.00 0.47 -0.02
C 2.72459 -0.95104 -3.58300 0.18 0.57 0.35 -0.81
C 3.02653 -0.86604 -5.19157 0.77 -1.03 -0.02 0.23
C 3.71296 0.53298 -5.70017 -0.15 -0.59 -1.39 -0.81
F 1.80460 -1.26210 -5.98620 2.62 1.35 1.93 -0.34
C 1.09770 1.57063 -3.43712 2.50 -2.24 2.71 0.12
B 0.34793 1.59946 -4.90016 -0.88 -0.55 -2.02 0.51
N 0.70552 2.71355 -5.86859 -0.66 -2.61 0.20 -0.57
O -0.63407 0.55333 -5.27243 2.96 1.69 2.83 -0.56
N 0.84130 2.65391 -2.36841 5.07 -6.06 1.44 0.32
C -0.07055 3.86112 -2.41378 -0.43 1.64 1.04 -0.80
C -1.57887 3.59441 -1.78279 -0.28 0.23 -0.40 -0.49
C -2.42219 2.40699 -2.53740 -2.36 -0.07 0.30 0.77
F -2.70299 2.76649 -3.97181 1.31 -1.70 4.73 -0.25
F -3.78161 2.35290 -1.88005 4.39 -0.05 -2.22 -0.28
F -1.84725 1.04784 -2.37680 -1.78 4.37 -0.96 -0.21
H -3.09705 -6.96322 4.87711 -0.28 2.23 1.27 0.31
H -2.27373 -5.94927 6.24087 -1.85 0.30 -1.61 0.28
H -4.17046 -6.08937 6.18089 2.01 0.52 -1.49 0.28
H -4.25404 -4.62424 3.87713 1.90 -0.06 1.35 0.29
H -2.33484 -4.73035 3.78898 -2.11 0.07 1.24 0.19
H -1.91985 -2.93393 5.35763 -2.23 -0.48 0.00 0.23
H -3.24483 -3.59600 6.53435 0.47 0.86 -2.37 0.33
H -5.15443 -2.60403 4.80425 2.03 1.02 0.61 0.32
H -4.32167 -1.43111 6.04515 0.55 -1.20 -2.27 0.31
H -4.55442 -0.27303 3.66820 1.51 -1.97 0.21 0.29
H -3.71189 -1.71527 2.74240 0.00 1.02 2.35 0.28
H -1.48631 -1.17208 4.14707 -1.48 1.87 -0.31 0.06
H -2.32369 0.34400 4.95855 -0.05 -1.50 -1.94 0.19
H -2.68270 0.34359 1.84137 1.90 0.44 1.45 0.32
H -2.01484 1.74945 2.91045 0.38 -2.48 -0.41 0.31
H -0.38461 -0.08042 1.09069 0.47 0.80 2.34 0.11
H 0.15782 -0.62395 2.82318 -1.34 1.61 -0.98 0.35
H 0.22249 2.15136 3.38506 1.21 -1.18 -1.93 0.33
H 1.77891 1.27738 2.64727 -2.22 0.63 -0.55 0.29
H 0.07871 3.61691 1.44304 0.49 -2.20 -0.76 0.36
H -0.26251 1.98885 0.39449 1.25 1.41 1.48 -0.16
H 2.72957 2.31298 0.94314 -1.33 0.84 -1.88 0.29
H 2.13593 3.95690 0.16791 -0.49 -2.28 0.16 0.34
H 4.62379 -1.44419 1.83975 -0.55 -0.82 -2.10 0.29
H 5.55405 -1.85571 0.23797 -2.54 -0.07 1.02 0.31
H 4.34774 -3.11680 0.97585 0.02 2.36 -0.43 0.34
H 3.77233 -1.18834 -3.06233 -2.29 0.69 -1.08 0.33
H 2.00947 -1.83632 -3.30308 1.32 1.74 -0.76 0.35
H 3.81975 -1.72726 -5.42489 -2.06 1.75 0.56 0.34
H 4.69214 0.24724 -6.31420 -2.14 0.66 1.43 0.35
H 4.01570 1.27925 -4.85099 -0.87 -1.51 -1.58 0.26
H 2.97359 1.00247 -6.50593 1.59 -0.83 1.94 0.09
H 0.16230 2.61090 -6.76933 0.92 0.21 1.35 0.25
H 1.72691 2.74545 -6.08726 -1.31 0.31 0.47 0.24
H -0.58547 -0.10929 -4.51114 -0.49 1.15 -1.54 0.31
H 0.41999 4.68781 -1.70791 -1.00 -1.91 -1.50 0.34
H -0.12085 4.37662 -3.48904 0.23 -1.80 2.20 0.39
H -2.19977 4.59630 -1.94159 1.28 -2.28 0.12 0.42
H -1.56314 3.42423 -0.60567 0.04 -0.04 -2.78 0.21
```
Forces are in eV/Å.

SMILES string: CCCCCCCCCCCc1n(/C(Cl)=C(/C)Cl)c(C[C@H](C)F)c(B(N)O)[n+]1CCC(F)(F)F
max |F|: 0.15620 hartree/bohr
electronic energy: -67574.1541 eV
molar mass: 531.3 g/mol
total charge: +1
LUMO energy: -3.79 eV
highest occupied orbital energy: -12.081 eV

This record from the Open Molecules 2025 dataset describes a molecular structure, C17H35KO13 at a distorted geometry. The level of theory is ωB97M-V with the def2-TZVPD basis set.

XYZ file:
```
66
Properties=species:S:1:pos:R:3:forces:R:3:mulliken_charge:R:1
K 4.46885 -3.59788 3.52391 -0.65 0.45 -0.29 0.88
C -0.11100 -1.30439 1.54654 0.67 -1.09 1.81 -0.45
O 0.56374 -2.09326 2.49534 0.09 0.19 -0.56 -0.86
H 0.47328 -0.42732 1.26818 0.16 0.31 -0.65 0.12
H -0.47838 -1.87309 0.69231 0.30 -0.14 -0.83 0.15
H -1.04295 -0.91528 1.95662 -0.55 0.44 0.41 0.16
C -8.80949 -0.87886 6.93564 1.53 -0.63 -0.62 -1.12
C -7.35345 -1.44837 6.73577 -1.47 -0.55 0.61 -0.25
O -6.37967 -0.47001 6.92230 2.12 1.04 -0.94 -0.21
C -5.02523 -0.72494 6.71960 0.47 -2.01 3.11 0.66
O -4.44438 -1.83047 6.76922 -2.06 3.40 -1.07 -0.56
O -4.46126 0.48617 6.90240 -0.32 -0.25 -0.44 -0.29
C -3.05603 0.63117 7.07183 0.90 -0.35 -0.49 -0.66
H -9.03074 -0.03955 6.27632 0.04 0.09 0.24 0.33
H -8.95590 -0.66567 7.99451 -0.09 0.31 -0.19 0.30
H -9.45362 -1.71246 6.65574 -0.20 0.06 0.08 0.36
H -7.21636 -1.92146 5.76340 -0.15 -0.18 0.11 0.34
H -7.27668 -2.14829 7.56783 0.36 -0.61 -0.37 0.26
H -2.82877 1.62452 7.45874 -0.58 0.00 0.02 0.24
H -2.54286 0.54771 6.11381 -0.10 -0.12 -0.09 0.30
H -2.59618 -0.09549 7.74160 -0.45 -0.22 0.05 0.31
C -3.38909 4.51331 0.28211 -0.54 0.25 0.92 -1.11
C -1.90269 4.53173 0.53187 -0.71 -1.29 -0.78 -0.24
O -1.42777 4.25576 -0.83979 -2.21 1.38 1.04 -0.25
C -0.20506 4.01950 -1.13998 0.72 -0.60 -0.09 0.77
O 0.67715 3.90021 -0.34227 1.21 0.05 -0.17 -0.56
O -0.15602 3.85964 -2.48606 -3.34 0.75 2.30 -0.32
C 1.04140 3.62696 -3.00254 3.29 -0.27 -2.02 -0.68
H -3.86601 4.25769 1.22831 -0.28 0.16 0.05 0.37
H -3.68682 3.74865 -0.43535 0.18 0.17 -0.02 0.31
H -3.72756 5.50514 -0.01761 -0.19 -0.18 -0.23 0.29
H -1.66207 3.72508 1.22433 0.53 -0.18 -0.42 0.30
H -1.62676 5.46077 1.03073 0.69 0.17 -0.80 0.30
H 0.89110 3.45512 -4.06836 0.06 -0.45 0.03 0.23
H 1.54924 2.79221 -2.51943 0.18 0.01 -0.13 0.30
H 1.65320 4.52871 -2.97684 0.43 0.00 0.33 0.30
C 4.82248 -2.31143 -1.33563 0.21 0.49 0.72 -1.11
C 6.33969 -2.19681 -1.12797 -1.46 1.33 0.79 -0.10
O 6.66101 -0.76088 -1.01240 0.67 -1.66 -2.10 -0.36
C 6.53326 -0.04357 0.06430 -1.47 -1.21 2.13 0.85
O 6.04321 -0.38043 1.12866 0.26 -0.40 -0.18 -0.62
O 6.97973 1.12688 -0.20881 0.52 2.46 -0.31 -0.32
C 6.93637 2.26586 0.67569 1.72 0.94 -0.98 -0.75
H 4.30864 -1.91028 -0.46204 0.08 -0.25 0.32 0.32
H 4.52178 -3.35191 -1.45849 -0.07 0.12 -0.32 0.35
H 4.45745 -1.63456 -2.10809 0.27 -0.49 -0.53 0.31
H 6.87373 -2.59708 -1.98975 0.31 0.35 0.31 0.26
H 6.61720 -2.64773 -0.17521 0.24 -0.26 -0.22 0.24
H 6.20060 2.39996 1.46863 -0.12 -0.77 -0.42 0.32
H 6.98594 3.10388 -0.01957 -1.26 0.08 -0.18 0.30
H 7.95947 2.45030 1.00335 0.05 -0.87 1.04 0.32
C -1.01062 -3.58483 -5.03145 -0.24 -0.09 0.59 -1.16
C 0.36580 -2.99665 -4.70712 -2.77 -0.30 1.07 -0.15
O 1.15084 -3.17685 -5.85103 1.16 0.63 -0.72 -0.35
C 1.10802 -2.15680 -6.72295 -0.33 2.46 0.85 0.82
O 0.48969 -1.11245 -6.61848 -0.35 -1.06 0.42 -0.58
O 1.96272 -2.33635 -7.68039 2.61 -1.21 -1.12 -0.37
C 2.07382 -1.37181 -8.74900 -1.46 -0.18 -0.44 -0.63
H -1.58163 -2.86634 -5.61951 -0.05 -0.19 -0.11 0.29
H -1.55367 -3.80140 -4.11152 -0.13 0.28 0.10 0.38
H -0.95559 -4.54908 -5.53671 0.25 0.12 -0.23 0.29
H 0.72771 -3.45971 -3.78914 0.90 -0.45 -0.62 0.37
H 0.16953 -1.96821 -4.40397 0.59 0.28 -0.56 0.26
H 2.92203 -1.47784 -9.42529 0.35 -0.96 0.74 0.24
H 2.09494 -0.32244 -8.45493 -0.47 -0.27 0.51 0.28
H 1.19071 -1.65469 -9.32191 -0.05 0.97 -0.46 0.30
```
Forces are in eV/Å.

max |F|: 0.08024 hartree/bohr
electronic energy: -61133.5399 eV
molar mass: 486.6 g/mol
LUMO energy: -1.55 eV
highest occupied orbital energy: -4.764 eV